1.
C17H21BF16INO5S | ωB97M-V/def2-TZVPD

```
63
Properties=species:S:1:pos:R:3
C -2.06684 -1.56970 -6.20321
C -2.42307 -2.49883 -5.04521
C -1.31103 -2.67720 -3.99458
I 0.08621 -4.13785 -4.72216
C -0.70272 -1.34220 -3.51549
C -1.73944 -0.78555 -2.50314
O -2.91848 -0.68120 -2.67482
N -1.09965 -0.43053 -1.26434
C 0.29233 -0.15544 -1.72136
S 1.39048 0.01898 -0.31156
C 0.61898 -1.30922 -2.68510
B 1.99939 -1.10534 -3.48551
O 2.41961 -2.01073 -4.41385
O 2.84239 -0.04805 -3.19664
H -2.78434 -1.68551 -7.01542
H -1.07066 -1.80448 -6.59121
H -2.06682 -0.52126 -5.89669
H -2.63345 -3.48798 -5.45604
H -3.32525 -2.15440 -4.53904
H -1.74810 -3.16377 -3.12146
H -0.60021 -0.61688 -4.32852
H -1.06799 -1.30482 -0.73272
H 0.17378 0.76803 -2.29976
H 1.20837 1.32377 -0.06866
H 0.69934 -2.23715 -2.09736
H 2.81536 -1.61196 -5.19350
H 2.44615 0.82614 -3.20030
C -4.24305 1.15411 0.12906
C -3.26988 2.27172 0.51539
C -1.88393 1.85148 1.01588
F -1.98000 1.14327 2.16107
F -1.15694 2.96886 1.27189
F -3.83930 3.13606 1.37821
F -3.02052 2.95061 -0.65039
O -5.22808 0.78526 1.07466
C -5.01272 -0.16482 2.01989
C -5.12671 0.40444 3.44315
F -4.25666 1.41562 3.62184
F -4.83338 -0.57584 4.32719
F -3.85337 -0.82036 1.84180
F -6.00967 -1.08293 1.91141
H -4.81788 1.56342 -0.70004
H -3.69557 0.29588 -0.26209
H -1.37608 1.25378 0.25775
H -6.14328 0.76076 3.61667
C 4.11768 -0.43466 3.29847
C 5.49984 -0.44754 3.96249
C 5.58896 -0.13661 5.46196
F 5.15925 1.11307 5.72331
F 6.88224 -0.22707 5.84091
F 6.35798 0.33167 3.27989
F 5.93315 -1.74338 3.85890
O 3.75288 0.73291 2.58947
C 3.13796 1.78453 3.19740
C 3.97062 3.07245 3.09326
F 5.18957 2.88926 3.63312
F 3.33901 4.05141 3.77499
F 2.79678 1.51877 4.46707
F 1.98567 2.02865 2.51957
H 4.18810 -1.19900 2.52593
H 3.33939 -0.75048 3.99379
H 4.99992 -0.85485 6.03771
H 4.07371 3.36269 2.04608
```

## Properties
LUMO energy: -0.119 eV
E_HOMO: -0.34640 Eh



2.
C17H21CdF3NO9P2S | ωB97M-V/def2-TZVPD

```
55
Properties=species:S:1:pos:R:3
Cd 2.02723 1.02841 -0.01679
C 1.49726 4.18876 -3.05096
C 1.64418 3.23686 -1.88553
O 1.96024 1.89066 -2.30785
P 2.92222 3.73473 -0.64516
O 2.42074 4.88012 0.30186
O 4.02829 4.44182 -1.51996
O 3.47228 2.54609 0.08367
P 0.09406 3.03335 -0.86069
O -0.32096 4.54936 -0.55941
O -0.94372 2.27264 -1.57224
O 0.63074 2.48780 0.46455
H 2.42481 4.23953 -3.62371
H 1.26015 5.18875 -2.69084
H 0.69486 3.83390 -3.69818
H 2.59807 1.92644 -3.03158
H 1.73574 4.61400 0.93931
H 4.85181 4.63774 -1.04485
H -1.10735 4.81756 -1.05735
O 4.34694 -0.95625 -0.34480
N 3.31091 -0.43707 -0.88876
F 5.70542 0.55837 0.58914
C 4.94108 -0.47524 0.85016
F 5.65794 -1.46248 1.31616
F 4.02208 -0.13437 1.74865
O 0.93796 -0.47514 0.98841
S -0.52769 -0.21280 1.32266
C -1.49419 -0.52757 -0.20106
C -1.17912 -1.81031 -0.89905
C -2.13398 -2.82420 -0.95895
C -1.86202 -4.01786 -1.60788
C -0.62276 -4.21940 -2.19855
C 0.33269 -3.21475 -2.15244
C 0.05445 -2.01549 -1.51736
C -0.94610 -1.76685 2.21579
C -2.40089 -1.86211 2.54840
C -3.13889 -2.97975 2.16866
C -4.47402 -3.09710 2.52212
C -5.09209 -2.08856 3.24721
C -4.36888 -0.96338 3.61849
C -3.03381 -0.84925 3.26951
H -1.29706 0.34110 -0.82775
H -2.53215 -0.48541 0.13387
H -3.10631 -2.66141 -0.51163
H -2.61716 -4.79125 -1.65557
H -0.40816 -5.14855 -2.70888
H 1.29416 -3.36114 -2.62765
H 0.79393 -1.22658 -1.52499
H -0.32598 -1.69885 3.11144
H -0.59550 -2.59374 1.59904
H -2.65309 -3.78095 1.62529
H -5.03069 -3.98005 2.23772
H -6.13171 -2.18117 3.53051
H -4.84581 -0.17503 4.18531
H -2.47015 0.02608 3.57251
```

## Properties
Energy relative to the best compared isomer or geometry (same formula, charge and spin): 183.7 kJ/mol
Charge: +1
LUMO energy (alpha / beta): -5.416 / -5.512 eV
E_HOMO (alpha / beta): -0.42403 / -0.42409 Eh



no.,strongest force on any atom (eV/Å)
1,0.991
2,2.711